No. 1
{
  "formula": "C8H15K2N2O7S",
  "method": "the ωB97M-V functional and the def2-TZVPD basis",
  "gap_ha": 0.1876,
  "charge": 1,
  "mol_weight_g_mol": 361.478,
  "energy_ha": -2547.67429,
  "lumo_ev": -4.202,
  "symbols": ["K", "K", "S", "O", "O", "O", "O", "O", "O", "O", "N", "N", "C", "C", "C", "C", "C", "C", "C", "C", "H", "H", "H", "H", "H", "H", "H", "H", "H", "H", "H", "H", "H", "H", "H"],
  "xyz": [[-25.13, 18.09, -26.77], [-24.96, 14.58, -24.75], [-25.38, 14.22, -32.67], [-24.59, 14.64, -34.08], [-23.80, 10.12, -26.57], [-26.22, 13.04, -32.80], [-25.96, 15.50, -32.21], [-25.92, 15.32, -27.36], [-24.52, 12.11, -26.53], [-23.95, 13.95, -31.89], [-28.36, 15.28, -30.02], [-23.93, 11.20, -27.02], [-22.93, 14.83, -32.40], [-29.51, 15.87, -29.52], [-23.18, 11.47, -28.29], [-30.52, 14.92, -29.72], [-23.22, 14.73, -33.87], [-29.89, 13.68, -29.90], [-25.17, 15.05, -28.51], [-28.66, 13.93, -30.11], [-22.60, 13.99, -34.36], [-22.93, 15.60, -34.46], [-21.96, 14.49, -32.02], [-27.81, 13.34, -30.41], [-24.12, 15.02, -28.22], [-29.56, 16.93, -29.30], [-23.14, 10.46, -28.69], [-23.84, 12.05, -28.94], [-25.32, 14.05, -28.91], [-25.39, 15.70, -29.36], [-22.25, 12.01, -28.14], [-23.20, 15.81, -32.01], [-27.41, 15.62, -30.09], [-30.35, 12.70, -29.93], [-31.59, 15.00, -29.63]],
  "lowdin_charge": [0.905, 0.887, 0.758, -0.174, 0.125, -0.222, -0.271, -0.553, 0.013, -0.233, 0.036, -0.475, -0.150, -0.114, 0.063, -0.098, -0.234, -0.148, -0.391, -0.182, 0.133, 0.138, 0.141, 0.107, 0.045, 0.092, 0.104, 0.087, 0.045, 0.038, 0.108, 0.124, 0.098, 0.110, 0.089]
}

***

No. 2
{
  "formula": "C8H15LiO2S3",
  "method": "the ωB97M-V functional and the def2-TZVPD basis",
  "gap_ha": 0.2728,
  "mol_weight_g_mol": 246.348,
  "energy_ha": -1666.39037,
  "lumo_ev": 0.201,
  "symbols": ["S", "S", "S", "O", "O", "C", "C", "C", "C", "C", "C", "C", "C", "Li", "H", "H", "H", "H", "H", "H", "H", "H", "H", "H", "H", "H", "H", "H", "H"],
  "xyz": [[-1.95, -0.25, 0.86], [1.51, 0.15, 1.24], [0.17, -2.94, -0.54], [0.81, 1.38, -2.26], [0.95, 3.55, -2.12], [-2.24, -2.02, 0.50], [0.46, 2.37, -1.61], [-1.58, -2.52, -0.77], [2.07, -0.94, -0.10], [-0.98, -0.30, 2.40], [0.69, 4.72, -1.41], [1.03, -1.43, -1.09], [0.41, -0.89, 2.27], [-0.25, 1.35, -0.13], [-1.66, -1.81, -1.60], [1.53, -1.69, -2.03], [0.29, -0.66, -1.31], [2.78, -0.29, -0.62], [2.60, -1.77, 0.36], [-0.92, 0.74, 2.71], [-1.56, -0.86, 3.13], [0.86, -0.95, 3.26], [0.40, -1.88, 1.82], [0.58, 5.53, -2.13], [-1.88, -2.59, 1.36], [-2.05, -3.46, -1.07], [-0.24, 4.63, -0.82], [1.52, 4.94, -0.73], [-3.33, -2.12, 0.44]],
  "lowdin_charge": [0.836, 0.843, 0.873, -0.112, -0.160, -0.513, -0.467, -0.527, -0.527, -0.546, -0.144, -0.525, -0.531, 0.456, 0.081, 0.081, 0.026, 0.079, 0.076, 0.071, 0.083, 0.077, 0.027, 0.078, 0.075, 0.070, 0.069, 0.079, 0.072]
}

***

No. 3
{
  "formula": "C8H15N",
  "method": "the ωB97M-V functional and the def2-TZVPD basis",
  "gap_ha": 0.2603,
  "smiles": "C=C(NC)C(C)=C(C)C",
  "mol_weight_g_mol": 125.215,
  "energy_ha": -368.44671,
  "lumo_ev": 0.823,
  "symbols": ["N", "C", "C", "C", "C", "C", "C", "C", "C", "H", "H", "H", "H", "H", "H", "H", "H", "H", "H", "H", "H", "H", "H", "H"],
  "xyz": [[-0.97, -0.42, 0.90], [0.10, 0.05, -0.97], [1.33, -1.63, 0.55], [-1.20, -0.32, -0.56], [-2.38, -0.64, -1.12], [0.45, 0.84, -2.18], [1.92, 0.80, 0.64], [-1.35, 0.76, 1.69], [0.91, -0.22, 0.18], [1.04, 1.73, -1.93], [0.57, -2.35, 0.25], [2.89, 0.63, 0.16], [1.53, -1.73, 1.62], [1.61, 1.82, 0.40], [-1.38, -1.27, 1.29], [-1.08, 0.60, 2.73], [-2.42, 0.96, 1.61], [-2.46, -0.79, -2.19], [2.26, -1.87, 0.02], [1.05, 0.27, -2.90], [2.09, 0.72, 1.72], [-3.29, -0.74, -0.53], [-0.80, 1.61, 1.29], [-0.45, 1.19, -2.69]],
  "lowdin_charge": [-0.064, -0.252, -0.057, -0.360, 0.028, -0.054, -0.049, -0.067, -0.298, 0.069, 0.082, 0.090, 0.079, 0.075, 0.135, 0.087, 0.083, 0.038, 0.087, 0.072, 0.083, 0.033, 0.085, 0.075]
}

***

No. 4
{
  "formula": "C8H15N",
  "method": "the ωB97M-V functional and the def2-TZVPD basis",
  "gap_ha": 0.3579,
  "smiles": "C=C[C@H]1CC(C)(C)[C@@H]1N",
  "mol_weight_g_mol": 125.215,
  "energy_ha": -368.50287,
  "lumo_ev": 0.986,
  "symbols": ["N", "C", "C", "C", "C", "C", "C", "C", "C", "H", "H", "H", "H", "H", "H", "H", "H", "H", "H", "H", "H", "H", "H", "H"],
  "xyz": [[0.50, 1.97, -0.79], [2.93, -1.25, 0.45], [0.75, -0.46, -0.72], [-1.71, 0.37, 1.57], [-0.29, -1.25, 0.11], [-1.11, 0.07, 0.21], [-2.15, 0.22, -0.90], [2.32, -0.86, -0.67], [0.45, 0.81, 0.04], [-2.09, 1.40, 1.61], [-2.55, -0.30, 1.79], [-0.76, -2.08, -0.42], [2.87, -0.80, -1.60], [-2.52, 1.25, -0.96], [3.96, -1.58, 0.43], [-0.20, 2.70, -0.76], [0.92, 0.93, 1.02], [1.42, 2.40, -0.87], [-3.01, -0.44, -0.71], [-0.98, 0.25, 2.38], [0.08, -1.61, 1.07], [2.42, -1.28, 1.41], [-1.76, -0.06, -1.88], [0.48, -0.43, -1.79]],
  "lowdin_charge": [0.036, -0.023, -0.272, -0.068, -0.101, -0.439, -0.051, -0.100, -0.277, 0.080, 0.081, 0.112, 0.083, 0.078, 0.048, 0.073, 0.138, 0.075, 0.086, 0.075, 0.108, 0.050, 0.078, 0.130]
}

***

> Number 3 is which compound?

C8H15N